1.
Below is a 2-piece molecular cluster, C22H26N3OS overall, with properties calculated with ωB97M-V with the def2-TZVPD basis set.

Geometry as XYZ:
```
53
Properties=species:S:1:pos:R:3:forces:R:3:lowdin_charge:R:1
C 0.30194 -2.81381 1.91199 -0.036 2.065 -0.514 -0.07
C 1.33519 -1.89177 1.38153 -2.867 0.609 0.358 -0.08
C 0.89037 -0.56184 0.98013 -1.021 -1.199 0.630 -0.12
C -0.50265 -0.14190 1.13039 -0.406 -1.300 0.313 -0.44
C -1.53427 -1.01473 1.68571 2.671 -1.909 0.286 -0.22
C -1.09658 -2.38299 2.05716 1.664 1.094 -0.775 0.00
N -2.92131 -0.67675 1.90431 1.308 1.138 -1.190 0.05
C -3.47700 0.22166 0.91482 -2.314 1.294 -1.434 -0.18
C -2.76963 1.28657 0.20647 -1.430 -0.794 -0.183 -0.42
C -3.44929 2.12861 -0.78572 -1.288 -0.844 0.201 -0.09
C -4.87844 1.97689 -1.11308 1.789 -2.034 2.743 -0.05
C -5.59742 0.92061 -0.36835 1.681 0.957 -0.142 -0.02
C -4.92332 0.06127 0.61921 0.426 0.950 -0.984 -0.10
C -5.75066 -0.99942 1.35227 -2.089 -1.819 1.776 -0.15
C -6.93206 -0.67593 2.20160 1.776 -2.116 -1.175 0.00
C -7.60908 -1.81182 2.81759 -0.346 1.482 0.100 -0.16
N -7.31971 -3.13433 2.77680 1.284 1.184 -1.158 0.03
C -6.24260 -3.46965 2.00646 0.070 2.209 -0.388 -0.13
C -5.48778 -2.44957 1.29635 0.128 0.419 -0.024 -0.03
S -0.99779 1.53042 0.61051 -0.652 -0.715 -0.018 0.93
H 0.65010 -3.83440 2.21623 -0.702 1.084 -0.293 0.10
H 2.40357 -2.21379 1.29754 -1.211 0.385 0.073 0.09
H 1.60444 0.18655 0.56074 -0.647 -0.745 0.387 0.07
H -1.84266 -3.10996 2.45648 0.655 0.824 -0.389 0.11
H -3.11547 -0.38431 2.86369 0.030 -0.156 -0.330 0.15
H -2.90960 2.93378 -1.34314 -0.216 -0.924 0.767 0.10
H -5.37744 2.64992 -1.84891 0.516 -0.796 0.775 0.10
H -6.68831 0.83052 -0.60039 1.142 -0.288 0.523 0.11
H -7.27233 0.38091 2.35145 0.286 -1.274 -0.099 0.11
H -8.51787 -1.54384 3.42495 1.013 -0.417 -0.593 0.11
H -5.97192 -4.55507 1.94087 -0.258 1.251 0.005 0.11
H -4.63309 -2.79390 0.65549 -0.886 0.389 0.728 0.11
C 4.65959 -0.17391 -1.36318 -0.270 0.044 -0.298 0.02
N 4.68555 1.24730 -1.88228 -0.010 -0.085 0.172 -0.35
C 3.36898 1.89391 -1.52950 0.312 -0.035 -0.114 0.01
C 4.83516 1.22961 -3.37598 0.031 0.051 0.269 0.02
C 5.79597 2.06239 -1.21666 0.046 -0.413 -0.076 -0.08
C 7.21250 1.57938 -1.49078 0.248 -0.286 -0.045 -0.22
O 7.39859 0.25666 -1.00780 -0.020 0.034 -0.079 -0.06
H 3.71008 -0.62353 -1.65713 -0.005 0.148 0.049 0.11
H 5.46726 -0.73837 -1.81768 0.066 0.133 0.231 0.10
H 4.74444 -0.15181 -0.27847 0.075 -0.040 -0.104 0.12
H 2.56719 1.32796 -2.00233 0.053 0.044 0.066 0.11
H 3.37636 2.91834 -1.90033 -0.033 -0.060 0.065 0.11
H 3.25714 1.87872 -0.44606 -0.017 0.025 -0.083 0.11
H 5.75074 0.70293 -3.63597 -0.071 0.043 0.012 0.11
H 4.87030 2.25894 -3.73215 -0.017 -0.086 -0.018 0.12
H 3.97810 0.70884 -3.80155 0.060 0.050 0.043 0.12
H 5.59058 2.03156 -0.14486 -0.021 -0.016 -0.086 0.14
H 5.68433 3.08846 -1.57163 0.015 -0.077 0.013 0.14
H 7.91261 2.23743 -0.96778 -0.255 0.316 -0.104 0.14
H 7.45154 1.61314 -2.55755 -0.078 0.216 -0.025 0.12
H 8.31566 0.00412 -1.18148 -0.180 -0.011 0.137 0.11
```
Positions in Å, forces in eV/Å.

Properties
Frontier orbital gap in eV: 7.318
Total charge: +1

2.
Below is a 3-piece molecular cluster, C25H55F5N3O14P4 overall, with properties calculated with ωB97M-V with the def2-TZVPD basis set.

Geometry as XYZ:
```
106
Properties=species:S:1:pos:R:3:forces:R:3:lowdin_charge:R:1
C -2.64920 -1.72927 2.09475 -0.142 -0.021 0.093 -0.06
O -2.91051 -0.54277 1.34974 0.084 -0.114 0.044 -0.18
C -2.21780 0.59413 1.80284 0.029 0.280 -0.026 -0.17
C -0.78274 0.67960 1.25483 -0.139 -0.437 0.198 -0.14
N -0.69246 0.65167 -0.27081 0.014 0.419 0.076 -0.01
C -1.29694 -0.49524 -1.04032 0.280 -0.521 -0.021 -0.09
C -2.50664 -0.13340 -1.91614 -0.054 -0.182 -0.182 -0.13
C -3.46115 1.00708 -1.51248 -0.129 0.105 -0.305 -0.17
C -4.87709 0.55007 -1.12098 0.238 0.191 0.178 -0.15
C -5.62245 1.66559 -0.40436 0.076 0.003 -0.208 -0.15
O -4.86155 2.03966 0.75976 -0.345 -0.259 0.146 -0.03
C -5.04747 3.20697 1.40139 -0.047 0.114 -0.962 -0.54
C -5.51675 4.40279 0.60535 -0.103 0.132 0.222 0.02
O -4.73080 3.28736 2.55074 0.345 0.039 0.738 0.10
C 0.76485 0.94313 -0.54840 -0.228 0.129 -0.288 -0.29
P 2.15380 -0.32154 -0.51487 0.644 -0.018 0.149 0.99
C 1.88555 -1.51389 0.86112 0.055 -0.135 0.059 -0.23
O 1.74832 -1.27232 -1.82031 -0.409 0.119 0.127 -0.33
C 0.92034 2.20189 0.35220 0.057 -0.064 0.057 -0.18
C 2.34633 2.77893 0.35528 -0.109 -0.069 -0.207 -0.41
F 2.73265 2.80289 -0.95599 0.042 -0.094 0.004 0.10
F 3.24192 2.03542 1.03824 0.140 -0.025 -0.074 0.10
C 2.54932 4.24492 0.82999 -0.430 -0.365 0.111 -0.61
F 2.53146 4.32497 2.15224 -0.013 -0.016 0.524 0.17
F 1.59370 5.02435 0.34565 -0.374 0.307 -0.343 0.16
F 3.70774 4.69160 0.40496 0.692 0.143 -0.230 0.21
C 0.11567 1.88491 1.69364 0.164 -0.024 -0.260 -0.36
C 1.11170 1.52274 2.82518 0.004 -0.168 -0.118 -0.12
C 0.66170 0.73840 4.08215 0.253 -0.024 -0.271 -0.37
O -0.71616 0.85317 4.36331 -0.002 -0.075 0.401 -0.05
C 1.54842 1.15543 5.25173 -0.032 0.116 0.053 -0.24
N 1.29664 0.41205 6.48441 -0.297 0.062 -0.039 0.02
P -0.71154 3.55813 2.01299 -0.031 -0.323 0.485 0.97
N -1.73684 3.39685 3.34176 -0.058 0.262 -0.458 -0.13
O -1.71175 3.36158 0.67436 -0.401 0.262 -0.051 -0.30
H -2.04624 -1.50917 2.98535 -0.094 -0.082 -0.116 0.09
H -2.13871 -2.47338 1.47671 0.064 0.039 -0.036 0.08
H -3.60434 -2.16100 2.40767 0.127 0.074 -0.017 0.10
H -2.13202 0.58557 2.89044 0.048 0.048 -0.139 0.11
H -2.81094 1.45819 1.52436 0.040 -0.039 -0.171 0.08
H -0.29176 -0.25137 1.56303 -0.013 0.157 -0.136 0.13
H -1.19207 1.49017 -0.58999 -0.072 0.012 0.209 0.14
H -0.51113 -0.88760 -1.69265 -0.076 0.182 0.181 0.10
H -1.52720 -1.27766 -0.32273 -0.175 0.149 0.011 0.10
H -3.05730 -1.07838 -1.98730 -0.013 0.143 -0.057 0.10
H -2.14892 0.07671 -2.93128 0.086 -0.047 0.211 0.12
H -3.53439 1.67404 -2.38342 -0.094 -0.017 0.223 0.12
H -3.08082 1.64306 -0.70723 0.091 -0.182 0.043 0.08
H -4.80591 -0.34125 -0.49079 -0.104 0.130 -0.019 0.12
H -5.46352 0.30977 -2.01436 0.136 -0.155 0.097 0.13
H -6.62069 1.34419 -0.08900 0.154 0.065 -0.006 0.14
H -5.71674 2.52645 -1.07126 -0.090 -0.097 0.011 0.11
H -5.32002 4.32381 -0.46236 -0.010 0.057 0.101 0.08
H -5.01096 5.27808 1.02280 -0.134 -0.122 -0.091 0.10
H -6.58990 4.54858 0.76155 0.097 -0.043 -0.091 0.11
H 0.82389 1.26185 -1.59816 -0.053 -0.093 0.116 0.14
H 2.88519 -1.87992 1.12402 -0.186 -0.031 -0.058 0.05
H 1.46838 -1.07289 1.76324 0.056 -0.012 -0.005 0.01
H 1.26995 -2.36681 0.55838 -0.072 0.136 0.039 0.04
H 2.17201 -2.13952 -1.76347 0.084 0.159 -0.099 0.06
H 0.36450 2.97211 -0.19766 0.072 -0.033 0.147 0.13
H 1.89534 0.90467 2.38048 0.029 0.141 0.075 0.10
H 1.61223 2.44818 3.12459 -0.104 -0.059 0.094 0.10
H 0.86022 -0.33323 3.90597 -0.196 0.123 -0.027 0.14
H -0.84847 1.39849 5.14965 0.039 0.031 -0.193 0.10
H 2.59360 1.02702 4.94116 -0.105 0.016 -0.005 0.12
H 1.40366 2.23441 5.41067 0.036 -0.148 0.044 0.13
H 0.89178 0.99408 7.20717 0.120 -0.029 -0.054 0.07
H 0.64970 -0.35575 6.33630 0.155 0.015 -0.017 0.07
H -1.88755 4.30669 3.76399 0.011 -0.125 0.075 0.05
H -2.63466 2.92474 3.23615 0.182 -0.083 0.116 0.03
H -2.37632 4.06635 0.66680 0.205 -0.091 -0.173 0.06
C -5.06087 -5.92115 -1.73752 0.003 -0.031 0.021 -0.07
O -3.62264 -5.94300 -1.62894 -0.076 -0.021 -0.095 -0.20
P -2.83470 -4.64326 -2.03073 0.010 0.159 0.251 0.33
O -3.29295 -3.37115 -1.46384 0.035 0.119 -0.019 -0.22
O -2.81267 -4.57045 -3.61062 -0.022 -0.076 -0.055 -0.21
C -2.53578 -5.75480 -4.38290 0.034 0.027 -0.016 -0.07
O -1.38806 -5.10138 -1.57557 0.110 0.030 -0.097 -0.20
C -0.32840 -4.14736 -1.71924 0.060 -0.162 0.063 -0.09
H -5.38016 -6.95565 -1.81456 0.004 -0.004 0.014 0.09
H -5.48637 -5.46177 -0.84844 0.014 0.023 -0.005 0.09
H -5.38034 -5.37122 -2.62333 0.011 -0.003 -0.004 0.09
H -3.46933 -6.26346 -4.61559 -0.006 -0.006 0.019 0.09
H -1.87331 -6.43152 -3.84443 0.008 0.009 0.008 0.09
H -2.05866 -5.42776 -5.30208 -0.012 0.004 -0.007 0.09
H -0.03663 -4.04687 -2.76524 -0.029 -0.005 -0.026 0.10
H 0.51002 -4.53166 -1.14259 0.004 -0.024 -0.024 0.09
H -0.62672 -3.17661 -1.32898 -0.054 0.013 0.019 0.05
C 5.33179 -0.09557 -4.22005 -0.127 0.035 -0.077 -0.09
O 6.72630 0.01029 -3.90456 -0.008 0.039 0.033 -0.21
P 7.20998 -0.82621 -2.65041 -0.044 -0.176 0.044 0.32
O 6.75688 -2.21370 -2.56757 -0.032 0.077 0.076 -0.22
O 6.72507 -0.00228 -1.37513 -0.029 -0.012 -0.036 -0.23
C 6.89295 1.42126 -1.34021 0.039 0.003 0.044 -0.09
O 8.76150 -0.57683 -2.77583 -0.021 0.094 -0.007 -0.21
C 9.61902 -1.20739 -1.80852 0.043 -0.037 -0.034 -0.07
H 5.05755 0.79631 -4.77744 0.063 0.011 -0.012 0.09
H 5.15247 -0.97979 -4.82856 0.034 -0.029 0.028 0.09
H 4.72572 -0.15311 -3.31327 -0.003 0.006 0.002 0.07
H 6.00430 1.90646 -1.74400 0.004 -0.006 -0.019 0.08
H 7.76854 1.73281 -1.90937 0.006 -0.004 0.002 0.09
H 7.01857 1.70275 -0.29767 -0.013 0.002 0.001 0.09
H 9.52537 -0.71090 -0.84264 -0.012 -0.001 0.001 0.09
H 10.63266 -1.09934 -2.18106 0.000 0.008 0.004 0.09
H 9.36884 -2.26275 -1.71192 -0.008 0.001 -0.003 0.09
```
Positions in Å, forces in eV/Å.

Properties
Frontier orbital gap in eV: 9.612
Total charge: +1

Number 1: molecular weight 380.54 g/mol, E -1491.2622 Ha. Number 2: molecular weight 840.61 g/mol, E -4067.9764 Ha.